Computed, not measured: a 2-piece molecular cluster, C3H9N2O2 overall in a non-equilibrium geometry, with wB97M-V/def2-TZVPD.

Each atom is followed by the atoms it is bonded to, with distances in Å.
CARTESIAN COORDINATES (ANGSTROEM)
1 C -2.622 -0.001 0.461  C3 1.356, H8 1.114, H10 1.108
2 C 2.594 -0.963 -0.221  N4 1.417, H11 1.042, H12 1.089, H13 1.191
3 C -2.855 0.660 -0.699  C1 1.356, H14 1.034, H15 1.082
4 N 1.810 0.097 0.299  C2 1.417, N5 1.268, O6 1.292
5 N 0.579 0.350 0.125  N4 1.268, O7 1.305
6 O 2.482 1.092 0.778  N4 1.292, H9 1.026
7 O -0.265 -0.595 -0.183  N5 1.305, H16 1.089
8 H -2.687 0.435 1.484  C1 1.114
9 H 2.023 2.005 0.870  O6 1.026
10 H -2.601 -1.105 0.556  C1 1.108
11 H 2.091 -1.417 -1.012  C2 1.042
12 H 2.829 -1.750 0.495  C2 1.089
13 H 3.655 -0.540 -0.560  C2 1.191
14 H -2.884 0.118 -1.579  C3 1.034
15 H -2.903 1.738 -0.621  C3 1.082
16 H -1.247 -0.125 -0.193  O7 1.089

- Total charge: +1
- Multiplicity: 1
- Relative energy (zero: lowest compared OMol25 entry of this formula, charge and spin): 177.89 kcal per mole
- Total energy: -379.2213 Ha
- Frontier orbital gap: 10.06 eV